Here is C24H17ClF2N2O3S in the gas phase in a non-equilibrium geometry from the Open Molecules 2025 dataset. Energies are from ωB97M-V/def2-TZVPD.

XYZ file:
```
50
Properties=species:S:1:pos:R:3:forces:R:3:nbo_charge:R:1
C -4.8341 -0.9079 0.1647 -2.011 1.686 -0.405 -0.28
O -3.6755 -1.7615 0.2192 0.091 1.672 0.324 -0.50
C -2.5912 -1.0901 -0.2100 1.397 0.871 -1.038 0.83
O -2.5620 -0.2373 -1.0802 -0.719 -0.696 1.231 -0.60
C -1.2422 -1.5648 0.3730 -0.342 -1.221 1.104 -0.16
C -0.6929 -2.6467 -0.6459 -0.617 0.508 0.323 0.02
C -0.5909 -2.3550 -1.9989 1.674 -2.424 -1.343 -0.20
C -0.0632 -3.4238 -2.9013 -0.350 1.950 0.827 -0.28
C 0.2682 -4.6647 -2.3710 0.074 -0.109 -0.253 0.39
F 0.8499 -5.5934 -3.2236 -0.719 0.946 1.146 -0.33
C 0.0379 -4.9902 -1.0088 -0.293 2.124 -1.386 -0.26
C -0.4741 -3.9785 -0.2086 0.498 0.663 -0.653 -0.20
N -0.3663 -0.4318 0.7603 2.202 0.963 0.225 -0.40
C -0.6967 0.4448 1.7799 -6.960 0.820 -0.270 0.64
O -1.9300 0.4221 2.1634 3.093 -0.974 -0.681 -0.64
C -0.0714 1.7552 2.2029 3.665 -0.807 -0.520 -0.13
C -0.7708 2.9754 2.2723 -0.802 -1.821 0.924 -0.14
C -0.1193 4.1576 2.6688 -0.071 -0.696 -0.513 -0.29
C 1.2583 4.2451 2.7845 0.932 -1.366 0.575 0.43
F 1.9321 5.4314 3.1523 -1.439 -2.311 -0.874 -0.33
C 1.9778 3.0189 2.6606 -1.149 0.611 0.408 -0.29
C 1.3469 1.7608 2.4696 -1.184 2.913 -1.042 0.17
N 2.1664 0.6347 2.3711 -2.036 1.932 -0.792 -0.59
C 2.0252 -0.3448 1.4665 0.187 -0.798 0.773 0.13
S 2.9793 -1.5882 1.8599 0.810 -2.150 -0.885 -0.09
C 1.0251 -0.3821 0.2931 -0.553 2.472 0.536 -0.15
C 1.2720 0.7020 -0.7511 1.145 2.316 -1.484 -0.05
C 2.5264 0.6988 -1.3805 0.176 -0.191 -0.417 -0.18
C 2.9100 1.7091 -2.3877 -0.620 -2.891 2.988 -0.23
C 1.9805 2.6262 -2.7601 -0.392 -0.450 -1.208 -0.02
Cl 2.4374 3.4940 -4.2308 -0.587 0.344 0.578 -0.01
C 0.6692 2.5727 -2.2467 0.851 0.453 -0.567 -0.23
C 0.3812 1.7223 -1.2290 -0.945 -2.047 2.050 -0.19
H -4.7843 0.1598 0.6438 0.814 -2.131 -0.827 0.21
H -5.6725 -1.3834 0.6530 0.306 -0.616 0.635 0.20
H -5.2712 -0.7808 -0.8524 1.057 -0.001 0.310 0.19
H -1.3860 -2.0308 1.3634 -0.525 -0.389 -0.665 0.24
H -0.7882 -1.3616 -2.3958 -0.019 -0.251 0.050 0.25
H 0.1744 -3.1717 -3.9739 -0.443 -0.467 1.352 0.24
H 0.2972 -5.9050 -0.5631 0.203 -1.180 0.146 0.24
H -0.6570 -4.2043 0.8092 -0.083 -0.146 0.933 0.22
H -1.9051 2.7986 2.2545 1.822 0.945 -0.200 0.27
H -0.7514 4.9490 2.9202 -0.650 1.471 0.143 0.23
H 3.0321 3.0222 2.7425 0.989 0.138 0.135 0.23
H 2.8877 0.5202 3.0511 0.389 -0.211 0.230 0.43
H 1.2498 -1.2357 -0.2525 0.293 -1.984 -0.420 0.26
H 3.1221 -0.2352 -1.1087 -0.026 1.713 -0.676 0.22
H 3.8788 1.6286 -2.8300 0.317 0.127 -0.282 0.23
H -0.1501 3.1062 -2.6853 0.011 0.613 -0.116 0.24
H -0.6397 1.7138 -0.8040 0.540 0.074 -0.428 0.24
```
Forces are in eV/Å.

Computed properties:
LUMO: -0.0118 Ha
molar mass: 486.9 g mol⁻¹
ΔE to the lowest compared entry with this formula, charge and spin: 5.8 kcal/mol

***

Here is 3 unconnected molecules or ions with the total composition C5H14O3S from the Open Molecules 2025 dataset. Energies are from ωB97M-V/def2-TZVPD.

XYZ file:
```
23
Properties=species:S:1:pos:R:3:forces:R:3:nbo_charge:R:1
C -1.6663 0.9908 -1.3494 -0.030 -0.134 0.521 -0.76
S -0.0718 1.1533 -2.1527 0.342 0.000 0.058 0.17
C 1.1209 0.1912 -1.1367 -0.089 0.056 -0.038 -0.52
C 0.7231 -0.0432 0.3118 -0.748 0.384 0.377 -0.43
C -0.0992 -1.3013 0.5918 0.727 -0.288 0.553 -0.53
C 0.6197 -2.5870 0.2160 -0.282 0.426 0.137 0.45
O 0.2405 -3.6641 0.5825 -0.010 -0.342 -0.080 -0.52
H -2.3466 1.4556 -2.0489 -0.279 0.126 -0.068 0.24
H -1.9736 -0.0380 -1.1922 -0.010 -0.135 -0.251 0.21
H -1.7350 1.4977 -0.3819 0.121 0.092 -0.227 0.21
H 2.0117 0.8071 -1.1522 0.232 0.043 -0.106 0.22
H 1.3449 -0.7281 -1.6767 -0.015 -0.037 0.077 0.21
H 0.1888 0.8434 0.6499 -0.310 -0.036 -0.002 0.24
H 1.5526 -0.0044 1.0244 0.381 -0.364 -0.505 0.23
H -0.2241 -1.3946 1.6725 0.009 0.080 0.130 0.24
H -1.1211 -1.3346 0.2347 -0.084 0.143 -0.517 0.23
H 1.5498 -2.4846 -0.3768 0.024 -0.055 -0.008 0.10
O 2.0119 2.7904 0.9558 0.238 0.071 -0.478 -0.93
H 2.8835 2.5092 0.6513 0.017 -0.031 0.277 0.46
H 1.6705 3.2366 0.1697 -0.232 0.023 0.165 0.47
O -2.2891 0.0485 3.4655 0.033 0.178 -0.046 -0.94
H -2.1398 -0.9019 3.4359 -0.205 0.054 -0.098 0.47
H -3.0443 0.2426 2.8962 0.168 -0.255 0.127 0.47
```
Forces are in eV/Å.

Computed properties:
LUMO: 0.0188 Ha
molar mass: 154.2 g mol⁻¹
ΔE to the lowest compared entry with this formula, charge and spin: 0.0 kcal/mol

***

Here is a gas-phase ion, C11H22NOS (charge +1) in a non-equilibrium geometry from the Open Molecules 2025 dataset. Energies are from ωB97M-V/def2-TZVPD.

XYZ file:
```
36
Properties=species:S:1:pos:R:3:forces:R:3:nbo_charge:R:1
C -4.6084 0.0262 -0.6573 1.780 3.428 -0.553 -0.66
S -3.2158 0.9683 0.1440 -0.065 0.589 0.096 0.19
C -1.7610 -0.0518 -0.2329 -0.480 -1.601 0.086 -0.08
C -1.7776 -0.5071 -1.6858 4.036 0.571 -0.738 -0.66
C -1.9267 -1.2344 0.7908 -0.027 1.825 -1.930 0.41
O -2.4479 -2.2666 0.5445 -0.225 -0.815 -0.313 -0.47
N -0.5821 0.8447 0.1289 1.748 -3.453 2.054 -0.36
C -0.4930 1.2628 1.5661 -4.422 1.828 0.975 -0.46
C 0.7972 0.2868 -0.2179 1.133 0.539 2.966 -0.07
C 1.9065 1.3634 -0.1453 0.195 1.368 1.391 -0.43
C 3.1956 0.7863 -0.6819 -0.678 -2.057 2.540 -0.41
C 3.5444 -0.3962 0.2425 2.724 -1.339 -2.892 -0.38
C 2.5076 -1.4861 0.0884 -0.345 1.368 2.331 -0.40
C 1.1812 -0.9318 0.6578 0.254 -1.157 2.904 -0.44
H -5.2317 0.1684 0.1815 -1.780 -0.332 0.080 0.25
H -4.1789 -0.9059 -0.7257 0.050 -2.474 -0.345 0.23
H -4.7769 0.5661 -1.6253 -0.512 -0.889 1.079 0.25
H -0.9506 0.0473 -2.3296 -2.292 -0.415 1.050 0.24
H -2.7513 -0.5269 -2.0729 -0.991 0.517 -0.886 0.25
H -1.4043 -1.5186 -1.8284 -0.072 -0.388 0.596 0.25
H -1.6439 -0.8509 1.7216 0.353 -0.129 2.305 0.12
H -0.8488 1.6344 -0.3384 -0.047 3.046 -2.050 0.44
H -1.5840 1.5933 1.8514 1.872 -0.979 -0.351 0.25
H -0.1696 0.5724 2.3002 0.411 -1.116 -0.044 0.25
H -0.0123 2.1930 1.7715 1.011 0.496 -0.841 0.26
H 0.8860 -0.2116 -1.1215 -0.884 0.003 -2.546 0.23
H 2.2009 1.8114 0.9137 -1.031 -1.548 -1.633 0.23
H 1.6818 2.3088 -0.6361 -0.551 -0.158 -0.655 0.23
H 3.9146 1.5011 -0.5817 2.091 2.040 -0.094 0.23
H 3.2125 0.3656 -1.6337 -0.463 -0.135 -2.036 0.21
H 4.6484 -0.8461 0.0819 -2.454 1.046 -0.183 0.23
H 3.5989 -0.0939 1.2254 -0.110 0.804 2.394 0.20
H 2.2514 -1.6781 -0.8777 0.357 -1.301 -3.056 0.19
H 2.9008 -2.2945 0.6668 -0.453 -1.071 -0.004 0.24
H 0.3409 -1.7110 0.8000 1.381 1.056 -0.735 0.23
H 1.5964 -0.7888 1.7150 -1.514 0.831 -0.961 0.23
```
Forces are in eV/Å.

Computed properties:
LUMO: -0.0977 Ha
molar mass: 216.4 g mol⁻¹
net charge: +1
ΔE to the lowest compared entry with this formula, charge and spin: 60.9 kcal/mol

***

Here is 2 unconnected molecules or ions with the total composition C15H32N6O5 in a non-equilibrium geometry from the Open Molecules 2025 dataset. Energies are from ωB97M-V/def2-TZVPD.

XYZ file:
```
58
Properties=species:S:1:pos:R:3:forces:R:3:nbo_charge:R:1
H 3.3142 1.5794 -4.7285 0.176 -0.064 0.241 0.35
N 3.2937 0.6778 -4.2591 -0.071 0.083 -1.148 -0.80
C 2.9247 0.7717 -3.0394 0.615 1.492 -3.288 0.55
N 2.9263 -0.4203 -2.3892 -0.557 -0.096 2.246 -0.63
C 1.9357 -0.7528 -1.3609 0.343 -0.232 -0.084 -0.21
C 1.7248 -2.2638 -1.3248 -0.063 0.135 -0.336 -0.41
C 1.0059 -2.7671 -2.5899 -0.071 -0.080 0.500 -0.40
C 0.8346 -4.2945 -2.5829 0.323 0.184 -0.326 -0.14
N 2.1886 -4.9085 -2.5829 -1.204 0.106 0.007 -0.82
C -0.0722 -4.7322 -3.7687 1.601 -1.178 -0.665 0.77
O 0.3977 -5.4447 -4.6431 -1.062 0.897 0.707 -0.60
O -1.3641 -4.3276 -3.7683 0.761 -0.026 0.214 -0.68
N 2.5690 2.0108 -2.5070 -1.029 -0.220 1.632 -0.18
C 2.7787 2.2723 -1.0738 -0.273 0.420 -0.488 -0.43
O 2.4324 3.1542 -3.3574 0.870 -1.032 0.587 -0.55
H 3.1860 -1.1575 -3.0362 -0.085 0.373 0.144 0.41
H 2.2997 -0.4224 -0.3835 -0.115 0.017 -0.028 0.19
H 0.9829 -0.2489 -1.5625 0.014 0.055 0.011 0.18
H 2.6992 -2.7526 -1.2181 -0.189 -0.019 0.006 0.23
H 1.1265 -2.5202 -0.4453 0.049 -0.004 -0.025 0.21
H 1.5674 -2.4756 -3.4837 -0.103 -0.054 -0.043 0.21
H 0.0215 -2.2904 -2.6494 0.097 -0.024 -0.078 0.22
H 0.3128 -4.5867 -1.6655 0.085 -0.005 0.001 0.21
H 2.7092 -4.6095 -3.4094 -0.312 -0.307 0.173 0.37
H 2.1159 -5.9273 -2.5789 0.111 0.433 -0.231 0.37
H -1.7400 -4.6951 -4.5835 -0.068 0.025 0.024 0.50
H 3.6060 1.6722 -0.6815 -0.097 0.005 -0.221 0.21
H 1.8713 2.0444 -0.5072 0.045 0.075 0.084 0.19
H 3.0271 3.3264 -0.9170 -0.048 -0.179 -0.195 0.23
H 1.5031 3.2910 -3.6261 0.231 -0.766 0.583 0.48
C -4.6986 1.7938 4.9680 0.336 0.245 -0.217 -0.42
N -3.8814 1.2113 3.9044 -0.719 -0.872 0.140 -0.60
C -2.7984 1.8041 3.3862 0.902 1.134 0.092 0.67
O -2.4047 2.8938 3.7856 -0.165 -0.340 -0.115 -0.64
C -2.0236 1.0180 2.3161 0.360 -0.147 -0.373 -0.11
N -2.1687 1.5219 0.9293 -0.538 -1.320 1.696 -0.62
C -1.9163 2.7077 0.3677 0.630 1.637 -0.916 0.68
C -1.4624 3.9131 1.1617 -0.017 -0.308 0.043 -0.71
O -2.0435 2.8160 -0.8417 -0.160 -0.098 -0.421 -0.64
C -0.5434 0.7872 2.7038 0.233 -0.517 0.243 -0.22
C -0.4071 0.1538 4.0947 -0.235 0.586 -0.121 -0.61
C 0.1564 -0.1420 1.7004 -0.287 0.641 -0.057 -0.61
H -5.3994 1.0543 5.3573 0.150 -0.005 -0.178 0.21
H -5.2543 2.6492 4.5791 -0.003 -0.017 0.121 0.21
H -4.0560 2.1394 5.7811 -0.064 -0.015 -0.114 0.22
H -4.1501 0.3102 3.5438 -0.002 0.118 0.031 0.39
H -2.4683 0.0242 2.3088 -0.082 -0.207 -0.255 0.19
H -2.4759 0.8462 0.2475 -0.008 -0.005 -0.004 0.41
H -2.3166 4.3333 1.6883 0.115 -0.003 0.208 0.25
H -0.6894 3.6427 1.8728 -0.087 0.083 0.308 0.22
H -1.0678 4.6597 0.4753 -0.110 -0.193 -0.128 0.24
H -0.0096 1.7349 2.7153 -0.106 0.229 -0.013 0.21
H 0.6453 -0.0282 4.3144 -0.059 -0.074 0.006 0.22
H -0.9494 -0.7908 4.1380 -0.005 -0.110 0.076 0.20
H -0.7928 0.8314 4.8570 -0.051 -0.111 0.121 0.22
H 0.1622 0.3176 0.7131 0.017 -0.158 -0.127 0.22
H 1.1910 -0.3027 2.0057 -0.040 -0.063 -0.005 0.22
H -0.3557 -1.1031 1.6501 0.019 -0.123 -0.043 0.20
```
Forces are in eV/Å.

Computed properties:
LUMO: 0.0083 Ha
molar mass: 376.5 g mol⁻¹

***

Here is C3H11NO2Si in the gas phase in a non-equilibrium geometry from the Open Molecules 2025 dataset. Energies are from ωB97M-V/def2-TZVPD.

XYZ file:
```
18
Properties=species:S:1:pos:R:3:forces:R:3:nbo_charge:R:1
C 0.2228 -0.6754 2.2711 0.991 0.849 1.571 -0.25
O -0.2527 0.2499 1.3167 0.645 0.409 -0.642 -0.90
Si 0.1968 0.0995 -0.2730 0.550 -1.565 -0.705 2.22
C 2.0277 0.3815 -0.6183 -1.661 0.912 -1.330 -1.15
N -0.3458 -1.4489 -0.8663 0.511 -0.255 -2.002 -1.32
O -0.6614 1.0623 -1.1924 -1.948 1.471 -0.309 -0.92
C -2.0876 1.3304 -1.0193 1.140 1.836 -1.745 -0.25
H -0.6411 -0.8154 2.9813 0.964 -0.849 -0.869 0.20
H 1.0699 -0.2368 2.9805 -1.446 -0.628 -1.687 0.17
H 0.6705 -1.5325 1.7039 -0.693 0.064 1.230 0.17
H 2.2288 1.3328 -0.1773 0.700 0.731 0.218 0.24
H 2.5431 -0.3673 -0.1427 1.424 -1.729 1.715 0.23
H 2.4387 0.3111 -1.6474 -0.880 0.395 0.363 0.25
H -0.0186 -2.2425 -0.3886 0.245 -1.297 1.062 0.36
H -0.0870 -1.7005 -1.8727 -0.604 1.022 1.749 0.39
H -2.1992 2.2220 -1.7812 -0.495 -1.466 2.093 0.19
H -2.3326 1.4823 0.0325 0.210 0.809 -0.110 0.19
H -2.7727 0.5475 -1.3067 0.344 -0.708 -0.602 0.18
```
Forces are in eV/Å.

Computed properties:
LUMO: 0.0301 Ha
molar mass: 121.2 g mol⁻¹
ΔE to the lowest compared entry with this formula, charge and spin: 28.4 kcal/mol

***

- Number 2 is which compound?
  C5H14O3S

***

Copy entry 5 word for word.
Here is C3H11NO2Si in the gas phase in a non-equilibrium geometry from the Open Molecules 2025 dataset. Energies are from ωB97M-V/def2-TZVPD.

XYZ file:
```
18
Properties=species:S:1:pos:R:3:forces:R:3:nbo_charge:R:1
C 0.2228 -0.6754 2.2711 0.991 0.849 1.571 -0.25
O -0.2527 0.2499 1.3167 0.645 0.409 -0.642 -0.90
Si 0.1968 0.0995 -0.2730 0.550 -1.565 -0.705 2.22
C 2.0277 0.3815 -0.6183 -1.661 0.912 -1.330 -1.15
N -0.3458 -1.4489 -0.8663 0.511 -0.255 -2.002 -1.32
O -0.6614 1.0623 -1.1924 -1.948 1.471 -0.309 -0.92
C -2.0876 1.3304 -1.0193 1.140 1.836 -1.745 -0.25
H -0.6411 -0.8154 2.9813 0.964 -0.849 -0.869 0.20
H 1.0699 -0.2368 2.9805 -1.446 -0.628 -1.687 0.17
H 0.6705 -1.5325 1.7039 -0.693 0.064 1.230 0.17
H 2.2288 1.3328 -0.1773 0.700 0.731 0.218 0.24
H 2.5431 -0.3673 -0.1427 1.424 -1.729 1.715 0.23
H 2.4387 0.3111 -1.6474 -0.880 0.395 0.363 0.25
H -0.0186 -2.2425 -0.3886 0.245 -1.297 1.062 0.36
H -0.0870 -1.7005 -1.8727 -0.604 1.022 1.749 0.39
H -2.1992 2.2220 -1.7812 -0.495 -1.466 2.093 0.19
H -2.3326 1.4823 0.0325 0.210 0.809 -0.110 0.19
H -2.7727 0.5475 -1.3067 0.344 -0.708 -0.602 0.18
```
Forces are in eV/Å.

Computed properties:
LUMO: 0.0301 Ha
molar mass: 121.2 g mol⁻¹
ΔE to the lowest compared entry with this formula, charge and spin: 28.4 kcal/mol